No. 1
ORCA calculation (the ωB97M-V functional and the def2-TZVPD basis) on the molecule C24H36N2O4.

```
66
Properties=species:S:1:pos:R:3:nbo_charge:R:1
O 2.2088 1.4836 0.7170 -0.628
O -6.3179 0.4915 0.6033 -0.538
O -2.5709 0.8443 -3.3645 -0.511
O -8.0935 1.6590 -2.0379 -0.627
N 3.1693 -0.0459 -0.6271 -0.431
N -6.4475 0.1594 -2.3639 -0.438
C 5.7509 -0.7344 2.1017 -0.396
C -0.2571 1.0078 -3.1679 -0.285
C 4.4591 -0.9077 1.3082 -0.403
C 7.2309 -1.6385 3.9495 -0.397
C -7.4989 0.3079 -0.1488 -0.157
C 0.9158 0.9661 -2.4473 -0.166
C 4.4110 0.0511 0.1169 -0.211
C -6.0014 1.8484 0.8148 -0.254
C -3.8717 0.6685 -2.8367 0.101
C 2.1334 0.7414 -0.2476 0.670
C -1.4865 0.7756 -2.5456 0.398
C 4.9360 -1.2699 4.4561 -0.405
C -4.2201 -0.8115 -2.6386 -0.444
C 3.0973 -1.0873 -1.6203 -0.407
C -6.2271 0.6009 -3.7259 -0.234
C -4.8554 1.2801 -3.8447 -0.411
C -7.3754 0.7762 -1.6050 0.649
C -0.3294 0.4899 -0.4602 -0.141
C 7.1984 -0.3913 4.8378 -0.411
C 5.7198 -0.1912 5.2170 -0.414
C -5.5717 -0.9100 -1.9237 -0.226
C 0.8944 0.6929 -1.0814 -0.169
C 5.8461 -1.6863 3.2973 -0.210
C -1.5116 0.5142 -1.1791 -0.335
H 3.4948 -2.0168 -1.2072 0.198
H 2.0664 -1.2552 -1.9224 0.226
H 5.6111 -2.6985 2.9538 0.202
H -5.0846 1.8629 1.4011 0.196
H -3.9587 1.1924 -1.8748 0.177
H 4.4863 1.0770 0.4856 0.232
H -3.4530 -1.3113 -2.0467 0.228
H 8.0372 -1.6028 3.2177 0.206
H 5.3813 0.8026 4.9255 0.205
H 3.9684 -0.9050 4.1183 0.211
H -4.4514 1.1378 -4.8472 0.222
H 7.5702 0.4718 4.2855 0.201
H -2.4383 0.3401 -0.6555 0.218
H 4.3812 -1.9409 0.9595 0.189
H 4.7631 -2.1320 5.1024 0.202
H 5.2398 -0.1454 -0.5692 0.189
H 3.6885 -0.8234 -2.5029 0.190
H -8.3315 0.8672 0.2985 0.200
H -7.0283 1.2950 -3.9819 0.256
H -5.8436 2.3777 -0.1312 0.171
H -5.4203 -0.8273 -0.8476 0.237
H 3.5964 -0.6994 1.9417 0.214
H -6.0373 -1.8813 -2.1389 0.192
H 5.8204 0.2962 2.4493 0.201
H -4.9417 2.3513 -3.6644 0.216
H 1.8545 1.1666 -2.9421 0.216
H -6.7993 2.3549 1.3685 0.175
H 6.5979 -0.9198 1.4352 0.197
H -0.2545 1.2272 -4.2239 0.225
H 7.8295 -0.5146 5.7171 0.209
H -0.3538 0.3068 0.6035 0.226
H -6.2890 -0.2691 -4.3860 0.190
H 5.5663 -0.2852 6.2914 0.209
H -4.2484 -1.2932 -3.6172 0.209
H -7.7241 -0.7613 -0.1133 0.203
H 7.3695 -2.5295 4.5642 0.200
```

The structure (SMILES) is COCC(=O)N1CCC(Oc2ccc(C(=O)N(C)CCCC3CCCC3)cc2)CC1. The total charge is 0. The largest force on an atom is 0.498 eV Å⁻¹. The calculation puts the energy above the lowest of the compared OMol25 structures with the same formula, charge and spin at 14.9 kcal/mol. The calculated total energy comes out at -1346.5998 hartree. Its HOMO energy is -8.62 eV.



No. 2
ORCA calculation (the ωB97M-V functional and the def2-TZVPD basis) on a cluster of 12 separate species, C54H114O42P6 in total at a distorted geometry.

```
216
Properties=species:S:1:pos:R:3:mulliken_charge:R:1
P 2.1178 -0.3715 -5.4427 -0.031
P -1.7549 -3.8472 4.0382 0.403
P -1.4864 4.2855 3.0680 -0.150
P -4.9864 -4.3890 -1.7657 0.879
P 5.7970 0.0833 2.4774 0.501
P 4.3471 -3.6586 -0.7857 1.003
O -0.2012 1.9475 0.6798 0.354
O 4.6458 -2.1007 -1.2677 -0.615
O -5.0115 5.0839 -1.0617 -0.230
O 4.8636 1.3997 2.2179 0.353
O -2.6600 4.4275 2.1324 -0.568
O -3.8083 2.1298 7.2795 -0.641
O -1.0728 -3.1491 5.3638 -0.419
O -4.8564 7.0655 -2.0886 -0.358
O -4.7659 -3.1092 -2.7640 -0.439
O 1.5177 3.3437 -2.0208 -0.482
O -1.4860 5.4894 4.1704 0.019
O 2.7520 -3.8031 -0.9148 -0.011
O 1.0951 -0.5102 -4.1733 0.555
O 3.4759 0.1920 -4.7383 0.141
O -0.4116 0.6133 -1.1477 0.175
O -1.4532 2.9498 3.9507 -0.062
O 3.8095 3.3383 -2.5204 -0.193
O -3.1958 -4.2185 4.6632 -0.311
O -4.2564 0.4082 0.1200 0.079
O 6.6272 -0.0472 1.1088 -0.092
O -6.4186 -3.9437 -1.0132 -0.170
O -4.4889 2.4282 5.1203 -0.421
O -6.3590 -0.1731 0.6101 -0.314
O -3.8691 -4.6744 -0.8458 -0.506
O 5.0560 -1.0972 2.9747 -0.780
O 4.9020 -4.5127 -2.0674 -0.531
O 6.8704 0.6965 3.5418 -0.288
O -1.8049 3.5284 -6.2503 -0.396
O 0.0166 4.3593 2.3523 0.513
O -5.7898 1.8772 0.9574 -0.265
O 1.5598 0.3926 -6.6040 -0.876
O 4.9451 -4.0678 0.5223 -0.837
O -3.6972 4.1219 -5.0132 -0.615
O -5.5171 -5.6206 -2.7590 -0.326
O -2.0563 2.8251 -4.2528 -0.059
O -3.2606 0.6644 5.7095 -0.313
O 3.1003 4.1900 -0.6886 -0.057
O -6.8323 6.0941 -1.8528 -0.599
O 2.5000 -1.9115 -5.8223 0.033
O 1.0694 0.0721 0.5825 -0.708
O -2.1230 -2.6843 3.0995 0.753
O -0.9465 -4.9768 3.4494 -0.788
C 4.8726 -4.9089 -4.6536 -1.094
C 4.3440 0.3350 -1.2249 -0.116
C -5.6499 6.0551 -1.6763 0.534
C -4.1929 -4.9155 4.0136 -0.585
C -3.4658 -6.9550 -3.0320 -0.958
C -7.4361 0.3314 1.3963 -0.447
C 1.9930 -4.8391 -0.2285 0.024
C -1.7682 5.4340 6.4971 -1.207
C 0.4755 -2.7775 -3.5417 -1.027
C 2.7292 3.6412 -1.8163 0.404
C 0.4100 5.5468 1.6795 0.122
C 8.0225 2.4403 4.6855 -1.372
C -1.3342 2.3472 -0.0133 0.687
C -1.2260 -2.2976 2.1025 -0.058
C 2.6669 -2.3569 -7.1432 -0.415
C -3.7405 -0.9312 -3.0619 -0.558
C -3.6065 5.2785 -1.2711 1.120
C -2.0110 -2.2177 0.7622 -0.591
C 7.2809 -1.2227 0.6728 -0.013
C -7.0600 -4.8474 -0.1784 -0.290
C 4.6194 0.5170 -5.5440 -0.491
C 4.4417 4.4943 -0.7356 -0.155
C 5.3726 1.7871 -5.1079 -1.173
C 7.5904 1.8130 3.3519 0.224
C -3.8570 1.7335 6.1129 0.504
C 3.9963 -1.0462 -0.6394 0.079
C 4.9079 4.0750 -2.1018 -0.383
C -3.5134 6.7091 -1.8337 -0.387
C -4.7360 -1.7881 -2.2662 0.503
C -7.1045 1.8354 1.5757 -0.369
C 3.9529 1.8447 3.1907 -0.815
C 2.0061 -6.1262 -1.0530 -1.357
C 0.2276 0.8066 0.0776 -0.271
C -4.6463 -6.1972 -3.7324 -0.297
C -5.3839 0.7183 0.4670 0.211
C -0.7602 2.6031 -6.0460 -0.039
C -0.7517 -1.5899 7.1657 -1.528
C -0.3380 2.5446 4.8335 -0.835
C -4.8288 -4.1939 2.8178 -0.320
C 8.8038 -1.1891 0.9762 -1.447
C 0.4305 1.3888 4.1338 0.685
C -4.2656 1.7284 3.8511 0.821
C 4.1380 -2.6436 -7.5120 -1.048
C -2.3832 5.5993 5.1544 -0.019
C -8.1847 -5.5208 -0.9968 -1.209
C -2.6095 3.5575 -5.1252 0.506
C 4.2636 -4.3685 -3.3291 0.764
C 1.3095 -1.5346 -3.1552 2.446
C -1.2350 1.7382 -1.4218 0.498
C 3.0127 2.8420 2.4139 -0.266
C 1.1627 6.4539 2.6400 -1.432
C -1.6312 -1.9603 5.9411 1.296
C -3.2894 0.6470 4.2626 1.083
C -0.7610 2.4634 -4.6090 0.103
H 5.8424 -4.4589 -4.8662 0.390
H -2.2667 2.0841 0.4860 -0.651
H 1.3906 -6.0549 -1.9498 0.261
H -3.4945 -0.3651 3.9137 0.269
H -7.5578 -4.3948 0.6792 0.363
H 5.2412 -0.3486 -5.3152 0.170
H -1.5337 -1.1366 5.2339 -0.878
H 9.0869 -1.0148 2.0143 0.310
H 2.1420 -3.2913 -7.3420 0.344
H -2.8119 6.5980 5.0711 0.501
H 0.8854 -1.0425 -2.2799 -0.947
H -2.2800 0.8816 3.9246 -1.178
H -5.2011 -6.9238 -4.3259 0.350
H 5.4191 0.5109 -1.1882 0.375
H 0.6021 1.6414 3.0874 -0.742
H -1.9892 -3.2389 0.3819 0.404
H -3.9066 -7.3763 -2.1285 0.254
H -3.1171 5.1680 -0.3034 -0.330
H 1.4723 7.3129 2.0448 0.505
H -3.1027 7.4939 -1.1985 0.273
H -7.7484 -6.1508 -1.7720 0.227
H -1.2150 3.4211 -0.1573 -0.159
H -3.2960 4.5506 -2.0207 -0.345
H -0.5486 -2.4649 7.7832 0.405
H -2.8802 6.8136 -2.7148 0.293
H 5.6382 3.2801 -1.9508 0.307
H -2.2600 1.5342 -1.7315 -0.093
H 4.4671 2.3666 3.9977 0.352
H -1.0932 -1.2448 2.3517 -0.552
H -3.0982 -7.7342 -3.6997 0.422
H 4.0795 0.4353 -2.2775 0.102
H -3.8983 -5.9551 3.8705 0.312
H -8.4138 0.1075 0.9697 0.302
H 3.2567 -4.7726 -3.2247 0.009
H -0.9040 1.6412 -6.5381 0.277
H -0.5633 -2.4606 -3.6345 0.014
H -4.2439 -5.4711 -4.4389 0.224
H 1.3951 1.2812 4.6300 0.491
H -4.1448 -4.3551 1.9846 -0.003
H -2.7149 -2.0035 6.0500 0.369
H -1.1053 -0.7865 7.8121 0.370
H -6.3180 -5.5154 0.2591 0.336
H 4.3345 -2.5887 -8.5828 0.351
H -7.8447 2.5004 1.1307 0.468
H 0.3615 3.3550 5.0384 0.638
H 0.5683 -3.6047 -2.8380 0.088
H 2.0103 5.9761 3.1312 0.218
H 4.0432 -3.3185 -3.5215 -0.232
H -7.1925 2.0280 2.6450 0.199
H 3.0428 -6.4406 -1.1740 0.388
H -8.8121 -4.7830 -1.4969 0.286
H 4.8264 -1.9847 -6.9829 0.200
H 2.9351 -1.2454 -0.7882 0.257
H -3.2265 4.9103 5.1058 0.111
H -0.2688 6.1526 1.0793 0.280
H 0.5778 6.8088 3.4886 0.241
H -0.7146 5.7085 6.4463 0.281
H 6.9850 2.5203 2.7850 -0.049
H -0.4302 1.5054 -4.2076 -0.139
H 8.3726 1.4449 2.6881 0.330
H 8.0924 3.5066 4.4709 0.383
H 2.5253 -5.0587 0.6970 0.504
H -3.8592 2.2609 2.9912 -0.040
H 6.8913 -2.1879 0.9964 0.323
H 0.2172 2.9981 -6.3231 0.330
H 5.8379 2.2539 -5.9761 0.461
H -4.8768 -3.1533 3.1387 -0.015
H -1.4395 -1.6414 0.0346 -0.086
H 1.5410 -6.8919 -0.4321 0.440
H -0.0768 0.4257 4.1907 -0.640
H 4.4669 0.5839 -6.6212 0.538
H 0.9663 -4.4869 -0.1277 0.006
H -8.7618 -6.1752 -0.3434 0.425
H -0.2814 -2.8345 2.0165 0.675
H -2.9859 -1.7302 0.7756 0.081
H -3.5411 0.0487 -2.6281 0.081
H 9.2140 -0.3071 0.4842 0.366
H -1.7848 4.3952 6.8271 0.171
H 4.8200 3.8112 0.0250 -0.122
H 5.1573 4.8681 -2.8068 0.274
H 7.2743 2.3046 5.4665 0.326
H 3.4054 1.0315 3.6673 0.329
H 2.1900 3.1132 3.0755 0.012
H -4.0258 -0.9722 -4.1131 0.471
H -5.0526 -4.9654 4.6818 0.333
H -5.8023 -4.5833 2.5201 0.451
H 9.3695 -2.0398 0.5964 0.386
H -5.7325 -1.3569 -2.1697 0.310
H 6.1998 1.7273 -4.4006 0.305
H 0.2383 -1.2440 6.8686 0.329
H -0.1465 3.2558 -4.1818 0.083
H 3.8588 1.0937 -0.6107 -0.500
H 2.3208 -1.7775 -2.8290 -0.551
H -4.4487 -1.7844 -1.2148 -0.432
H 8.9609 2.0522 5.0818 0.343
H 4.2499 -4.4181 -5.4016 -0.007
H 2.5794 2.3600 1.5375 -0.088
H -2.7957 -1.4718 -3.1170 -0.183
H -7.3669 -0.3770 2.2218 0.284
H 0.9282 -3.1848 -4.4457 0.276
H 4.6961 5.5110 -0.4363 0.399
H -2.7324 -6.2248 -2.6899 0.214
H 2.3525 -1.5919 -7.8531 0.337
H 5.0102 -5.9851 -4.7580 0.361
H -2.2472 6.0386 7.2672 0.397
H 4.1038 -1.0761 0.4448 0.327
H 3.4503 3.8105 2.1721 0.431
H -0.8331 2.5352 -2.0474 -0.104
H 4.6281 2.5114 -4.7775 0.127
H 4.3469 -3.6843 -7.2641 0.322
H -5.1427 1.2159 3.4558 -0.219
H 1.0825 5.1067 0.9432 0.034
H -0.6720 2.2301 5.8223 0.582
H 7.0927 -1.3739 -0.3901 0.190
```

The structure (SMILES) is CCOP(=O)(OCC)OCC.CCOP(=O)(OCC)OCC.CCOP(=O)(OCC)OCC.CCOP(=O)(OCC)OCC.CCOP(=O)(OCC)OCC.CCOP(=O)(OCC)OCC.O=C1OCCO1.O=C1OCCO1.O=C1OCCO1.O=C1OCCO1.O=C1OCCO1.O=C1OCCO1. The total charge is 0. The largest force on an atom is 5.441 eV Å⁻¹. The calculated total energy comes out at -7334.6908 hartree. Its HOMO energy is -10.32 eV.



No. 3
ORCA calculation (the ωB97M-V functional and the def2-TZVPD basis) on the molecule C6H12O at a distorted geometry.

```
19
Properties=species:S:1:pos:R:3:nbo_charge:R:1
O 1.0276 -1.0513 1.2041 -0.736
C 2.6134 0.0216 0.1381 -0.615
C 1.0829 -0.3791 -0.0552 0.093
C -1.0012 0.9103 -1.3036 -0.412
C -2.0358 -0.8628 0.3123 -0.611
C 0.0263 0.7670 -0.1890 -0.265
C -1.4648 0.5198 0.0633 -0.222
H 3.2960 -0.7832 -0.1592 0.220
H -3.0788 -0.9182 -0.0225 0.212
H -2.0154 -1.1212 1.3767 0.211
H 0.7229 -1.1384 -0.8227 0.177
H 2.7910 0.9350 -0.3834 0.194
H -1.9663 1.3100 0.6252 0.211
H -1.4734 -1.6320 -0.2254 0.212
H 0.4545 -0.5466 1.7675 0.465
H 2.9260 0.1981 1.2133 0.223
H 0.3658 1.7220 0.2010 0.212
H -1.2392 1.9099 -1.6708 0.219
H -1.0317 0.1390 -2.0699 0.212
```

The structure (SMILES) is C[C@@H]1C[C@@H]1[C@@H](C)O. The total charge is 0. The largest force on an atom is 2.068 eV Å⁻¹. The calculation puts the energy above the lowest of the compared OMol25 structures with the same formula, charge and spin at 48.0 kcal/mol. The calculated total energy comes out at -310.9828 hartree. Its HOMO energy is -9.61 eV.